18
Properties=species:S:1:pos:R:3 method="wB97M-V/def2-TZVPD" smiles="C[C@]1(O)NC(=O)NC1(O)O" gap_ev=10.246 e_tot_ha=-567.690474
O 1.04 0.75 -1.56
O -3.14 0.57 0.18
O 0.68 -1.50 1.09
O 0.36 -1.62 -1.31
N -0.95 1.16 -0.18
N -1.42 -1.01 0.06
C 0.46 0.64 -0.26
C -1.96 0.28 0.05
C 0.04 -1.07 -0.06
C 1.28 1.15 0.85
H 0.09 -2.47 -1.48
H 1.61 -1.52 1.07
H -1.08 2.13 -0.29
H -2.00 -1.67 0.53
H 0.47 0.34 -2.20
H 0.83 2.14 1.18
H 1.40 0.44 1.70
H 2.28 1.27 0.64


16
Properties=species:S:1:pos:R:3 method="wB97M-V/def2-TZVPD" smiles="ON(C=S)C1CNC1" gap_ev=8.985 e_tot_ha=-740.024312
S -1.81 -1.75 -2.34
O 1.57 -1.01 -0.56
N 0.70 1.30 0.99
N 0.20 -0.87 -0.85
C -0.28 -1.63 -1.82
C -0.59 -0.08 0.07
C 0.16 -0.01 1.43
C -0.45 1.53 0.09
H -1.63 -0.46 0.08
H 0.95 -0.80 1.58
H 1.71 -0.09 -0.34
H 0.55 -2.32 -2.22
H -0.46 0.10 2.38
H -1.40 2.04 0.42
H -0.12 2.11 -0.78
H 0.90 1.95 1.87


16
Properties=species:S:1:pos:R:3 method="wB97M-V/def2-TZVPD" gap_ev="8.368 / 7.420" e_tot_ha=-740.000911
S -2.95 0.01 -0.58
O -3.31 -1.04 0.33
N -3.28 1.44 0.22
N 0.56 1.02 -0.69
C 2.06 -0.81 0.08
C 0.57 -1.32 -0.10
C 1.97 0.72 -0.26
C -0.12 -0.08 -0.60
H 0.14 -1.44 0.85
H 2.47 -0.80 1.16
H 2.13 1.32 0.67
H -3.49 1.31 1.21
H 2.58 -1.46 -0.57
H 2.73 1.18 -0.89
H -2.49 2.11 -0.06
H 0.43 -2.16 -0.75